--- A ---
The following is a DFT calculation (ωB97M-V with the def2-TZVPD basis set) of a 2-piece molecular cluster, C5H14 overall.

Calculated values
SMILES string   CCC.CC
E_LUMO   1.122 eV
Frontier orbital gap   11.911 eV
HOMO level   -10.7893 eV

Structure (XYZ):
```
19
Properties=species:S:1:pos:R:3:nbo_charge:R:1
C 1.007 -0.823 0.337 -0.409
C 2.047 -1.636 1.105 -0.619
C 0.971 -1.033 -1.135 -0.613
H 0.035 -1.047 0.817 0.203
H 1.255 0.265 0.683 0.194
H 1.710 -2.161 1.949 0.209
H 2.677 -0.782 1.534 0.204
H 1.215 -2.073 -1.296 0.206
H -0.022 -0.847 -1.598 0.211
H 2.638 -2.394 0.629 0.208
H 1.786 -0.431 -1.733 0.206
C -1.813 2.011 -0.834 -0.605
C -2.097 1.367 0.505 -0.603
H -1.701 3.136 -0.535 0.197
H -0.963 1.546 -1.273 0.204
H -2.646 1.918 -1.441 0.201
H -1.560 1.874 1.352 0.209
H -3.293 1.407 0.611 0.198
H -1.816 0.276 0.434 0.199
```

--- B ---
The following is a DFT calculation (ωB97M-V with the def2-TZVPD basis set) of a 2-piece molecular cluster, C5H14 overall.

Calculated values
SMILES string   CCC.CC
E_LUMO   1.098 eV
Frontier orbital gap   11.694 eV
HOMO level   -10.5957 eV

Structure (XYZ):
```
19
Properties=species:S:1:pos:R:3:nbo_charge:R:1
C 1.857 -0.578 -0.551 -0.402
C 0.454 -0.963 -1.333 -0.633
C 2.044 0.933 -0.849 -0.636
H 1.619 -0.963 0.360 0.211
H 2.770 -0.923 -1.304 0.204
H 0.716 -0.580 -2.341 0.208
H -0.516 -0.515 -0.932 0.207
H 1.439 1.329 -1.743 0.216
H 1.505 1.377 -0.040 0.203
H 0.122 -2.062 -1.207 0.209
H 3.121 1.352 -0.725 0.215
C -2.733 -0.149 1.287 -0.615
C -1.362 0.647 1.372 -0.624
H -3.570 0.492 1.050 0.211
H -2.749 -1.079 0.701 0.209
H -2.909 -0.501 2.377 0.199
H -0.338 0.154 1.244 0.210
H -1.430 1.164 2.373 0.207
H -1.347 1.417 0.627 0.202
```

--- C ---
The following is a DFT calculation (ωB97M-V with the def2-TZVPD basis set) of a 2-piece molecular cluster, C5H14 overall.

Calculated values
SMILES string   CCC.CC
E_LUMO   1.144 eV
Frontier orbital gap   12.279 eV
HOMO level   -11.1357 eV

Structure (XYZ):
```
19
Properties=species:S:1:pos:R:3:nbo_charge:R:1
C 1.828 0.740 2.019 -0.618
C 1.512 -0.731 1.837 -0.621
H 1.200 1.253 2.750 0.208
H 2.868 0.932 2.272 0.209
H 1.599 1.303 1.108 0.203
H 1.565 -1.047 0.794 0.207
H 0.580 -1.081 2.278 0.209
H 2.256 -1.379 2.318 0.205
C -1.382 0.552 -1.275 -0.399
C -0.527 0.150 -2.524 -0.609
C -1.809 -0.608 -0.397 -0.614
H -2.248 1.084 -1.673 0.194
H -0.784 1.269 -0.716 0.197
H -0.886 0.656 -3.420 0.206
H 0.496 0.481 -2.350 0.203
H -2.097 -1.515 -0.918 0.205
H -2.592 -0.287 0.299 0.208
H -0.560 -0.919 -2.726 0.202
H -1.019 -0.854 0.324 0.206
```

--- D ---
The following is a DFT calculation (ωB97M-V with the def2-TZVPD basis set) of a 2-piece molecular cluster, C5H14 overall.

Calculated values
SMILES string   CCC.CC
E_LUMO   1.104 eV
Frontier orbital gap   12.161 eV
HOMO level   -11.0568 eV

Structure (XYZ):
```
19
Properties=species:S:1:pos:R:3:nbo_charge:R:1
C -0.507 1.133 0.849 -0.398
C 0.848 0.768 1.468 -0.624
C -1.720 1.066 1.768 -0.636
H -0.719 0.609 -0.072 0.197
H -0.435 2.160 0.466 0.199
H 1.501 0.538 0.620 0.212
H 1.094 1.580 2.160 0.209
H -2.596 1.354 1.130 0.207
H -1.879 1.735 2.611 0.214
H 0.945 -0.038 2.185 0.209
H -2.208 0.107 1.956 0.213
C 0.583 -0.674 -2.167 -0.606
C 0.883 -2.043 -1.608 -0.608
H 0.328 0.005 -1.358 0.198
H 1.420 -0.340 -2.791 0.204
H -0.262 -0.718 -2.863 0.203
H 0.150 -2.278 -0.822 0.199
H 1.853 -2.182 -1.137 0.205
H 0.721 -2.783 -2.395 0.203
```

Short version: B is the least stable of them.

--- A ---
The following is a DFT calculation (ωB97M-V with the def2-TZVPD basis set) of a 2-piece molecular cluster, C5H14 overall.

Calculated values
SMILES string   CCC.CC
E_LUMO   1.139 eV
Frontier orbital gap   12.279 eV
HOMO level   -11.1395 eV

Structure (XYZ):
```
19
Properties=species:S:1:pos:R:3:nbo_charge:R:1
C -0.954 1.652 0.413 -0.400
C 0.028 2.453 -0.563 -0.626
C -0.206 1.118 1.684 -0.608
H -1.798 2.226 0.831 0.210
H -1.244 0.651 0.009 0.199
H 0.071 3.546 -0.503 0.212
H -0.609 0.187 1.939 0.198
H 0.827 1.018 1.211 0.191
H -0.526 2.256 -1.460 0.215
H 1.066 2.069 -0.474 0.204
H -0.120 1.672 2.668 0.205
C -0.198 -2.543 -0.395 -0.604
C 1.044 -2.105 -1.114 -0.616
H 0.172 -2.880 0.705 0.188
H -0.708 -3.395 -0.786 0.208
H -0.933 -1.808 -0.148 0.204
H 0.919 -2.311 -2.238 0.201
H 1.925 -2.764 -0.813 0.209
H 1.244 -1.043 -0.966 0.211
```

--- B ---
The following is a DFT calculation (ωB97M-V with the def2-TZVPD basis set) of a 2-piece molecular cluster, C5H14 overall.

Calculated values
SMILES string   CCC.CC
E_LUMO   1.097 eV
Frontier orbital gap   12.171 eV
HOMO level   -11.0737 eV

Structure (XYZ):
```
19
Properties=species:S:1:pos:R:3:nbo_charge:R:1
C 0.537 -0.510 2.678 -0.405
C 1.726 -1.364 2.132 -0.599
C -0.378 -0.164 1.506 -0.621
H 1.074 0.319 3.159 0.199
H -0.101 -1.044 3.409 0.201
H 2.541 -1.422 2.865 0.204
H 1.388 -2.364 1.869 0.201
H -0.946 0.764 1.552 0.216
H -1.264 -0.882 1.462 0.200
H 2.113 -0.847 1.272 0.199
H 0.104 -0.360 0.566 0.205
C -0.095 1.014 -2.743 -0.617
C -1.630 0.942 -2.884 -0.628
H 0.237 1.812 -3.449 0.206
H 0.317 1.508 -1.852 0.203
H 0.408 0.053 -2.869 0.207
H -2.226 0.445 -2.092 0.202
H -2.024 1.957 -2.981 0.214
H -1.782 0.145 -3.601 0.214
```

Short version: A is the least stable of them.